# 1
Below is the molecule C15H14N2O3S at a distorted geometry, with properties calculated with wB97M-V/def2-TZVPD.

Summary:
Kohn-Sham gap, eV: 8.65
SMILES: CC1(C)Cc2c(sc(NC(=O)c3ccco3)c2C#N)CO1
Energy relative to the best compared isomer or geometry (same formula, charge and spin), kcal/mol: 26.57
Strongest force on any atom, eV/Å: 1.4
HOMO level, eV: -8.5
Total energy, eV: -35739.5570

```
35
Properties=species:S:1:pos:R:3:forces:R:3
C -5.562130 -1.152372 0.239582 0.332 0.330 -0.066
H -5.502504 -2.205865 -0.017398 -0.006 -0.133 -0.033
H -6.433050 -0.713855 -0.239082 -0.121 0.019 -0.070
H -5.675209 -1.050563 1.315201 -0.006 -0.031 0.129
C -4.297932 -0.424123 -0.214591 -0.099 -0.612 -0.134
C -4.214231 -0.419145 -1.745229 -0.014 0.180 0.327
H -4.345566 -1.430233 -2.120246 0.008 -0.104 -0.056
H -3.250379 -0.049715 -2.087830 0.090 0.033 -0.095
H -5.000873 0.210194 -2.155510 -0.090 0.039 -0.055
C -3.047786 -1.103651 0.380792 -0.214 0.242 0.047
C -1.879213 -0.180207 0.280854 -0.107 0.419 -0.045
C -2.055307 1.152781 0.114654 0.325 -0.160 0.052
S -0.549472 2.014668 0.034849 -0.073 -0.696 0.026
C 0.337498 0.529494 0.255432 -0.599 0.008 -0.101
C -0.499659 -0.552724 0.372579 0.082 1.071 -0.170
C -0.098484 -1.870125 0.652618 0.074 -0.428 0.187
N 0.143539 -2.950507 0.951608 0.055 -0.383 0.110
N 1.715643 0.547416 0.254213 0.145 0.311 0.165
C 2.493689 -0.425303 -0.341776 -0.162 0.176 -0.006
O 2.036592 -1.392463 -0.905424 0.279 0.131 -0.025
C 3.928229 -0.156098 -0.221700 0.841 -0.964 -0.565
C 4.993923 -0.903303 -0.656745 -0.878 0.383 0.229
C 6.151845 -0.189591 -0.284455 -0.067 0.521 0.285
C 5.712279 0.936206 0.346147 0.744 -0.363 -0.227
O 4.374335 0.970211 0.390952 -0.496 0.176 0.123
H 6.237291 1.759204 0.790222 -0.032 0.142 0.080
H 7.168941 -0.472407 -0.460166 0.233 0.006 0.003
H 4.932864 -1.839825 -1.170503 -0.091 -0.201 -0.107
H 2.173569 1.397021 0.554200 0.021 -0.178 0.023
C -3.395035 1.794825 -0.017350 -0.044 0.374 -0.121
O -4.426934 0.899647 0.312532 -0.072 -0.083 0.104
H -3.499533 2.634671 0.677729 0.030 -0.050 -0.131
H -3.524283 2.187788 -1.040845 -0.019 -0.056 0.151
H -2.837437 -2.039622 -0.139266 -0.044 -0.039 0.001
H -3.227971 -1.339716 1.433901 -0.028 -0.081 -0.035
```
Positions in Å, forces in eV/Å.

=====

# 2
Below is the molecule C15H14N2O4 at a distorted geometry, with properties calculated with wB97M-V/def2-TZVPD.

Summary:
Kohn-Sham gap, eV: 8.87
SMILES: O=C(CCC(=O)c1ccc(Oc2ccncc2)cc1)NO
Energy relative to the best compared isomer or geometry (same formula, charge and spin), kcal/mol: 49.06
Strongest force on any atom, eV/Å: 2.1
HOMO level, eV: -9.2
Total energy, eV: -26950.4057

```
35
Properties=species:S:1:pos:R:3:forces:R:3
O 1.680940 -1.980732 -2.078718 0.214 -0.322 0.967
O 4.450245 -4.133166 0.832446 0.229 0.312 -0.293
N -2.906899 5.346490 2.041084 0.406 -0.702 0.766
O -2.984573 1.972305 -0.387655 0.345 0.208 -0.025
O 5.717434 -2.582114 -1.098103 -0.907 -0.026 -0.599
C 1.128932 -1.900759 -0.983854 0.214 -0.626 -1.747
C 3.795723 -3.773915 -0.136971 0.617 0.353 -0.115
C -4.031528 4.788121 1.580073 -0.196 0.385 0.386
C -1.759803 4.656546 1.845847 -1.072 0.906 -0.811
C -4.054305 3.637641 0.818559 -0.571 0.178 -0.277
C -1.691956 3.557521 1.001300 0.667 -0.625 0.286
C -1.546812 0.325979 0.573156 0.255 -0.884 0.716
C -1.254602 0.987173 -1.732098 -0.085 -0.690 0.138
C -0.558751 -0.671346 0.416954 0.153 0.674 -0.844
C -0.263870 0.010354 -1.924245 -0.383 0.046 1.407
C -2.866994 3.020970 0.483476 -0.169 0.440 0.044
C -1.930087 1.106280 -0.503745 1.181 -0.488 -0.569
C 0.104130 -0.834679 -0.842174 -1.209 0.664 1.537
N 4.360379 -3.021623 -1.158736 -0.640 -1.067 1.548
C 1.357844 -2.949178 0.117690 0.073 0.076 0.060
C 2.290435 -4.146821 -0.186844 0.486 1.023 -1.347
H 6.136212 -2.832794 -0.248400 -1.169 -0.353 -0.166
H -5.009011 5.247343 1.861040 1.025 -0.080 -0.341
H -0.839026 5.067770 2.275656 -0.452 -0.095 -0.134
H -4.995680 3.290468 0.407414 0.123 -0.189 0.123
H -0.706884 3.135125 0.821580 -0.263 -0.167 -0.117
H -2.052974 0.477045 1.544417 0.345 -0.196 -0.642
H -1.572825 1.604743 -2.561513 0.039 0.070 0.023
H -0.267915 -1.301892 1.274406 -0.299 0.473 -0.561
H 0.218553 -0.096275 -2.881321 0.093 -0.054 -0.068
H 3.771322 -2.717654 -1.941009 0.894 0.284 0.357
H 1.708702 -2.427092 1.012817 0.005 -0.028 0.038
H 0.382560 -3.368105 0.380768 -0.074 0.172 -0.027
H 2.146741 -4.931130 0.553360 0.114 0.173 0.039
H 2.044344 -4.562604 -1.176660 0.013 0.152 0.247
```
Positions in Å, forces in eV/Å.

=====

# 3
Below is a structure of composition C15H14N2O4Rh at a distorted geometry, with properties calculated with wB97M-V/def2-TZVPD.

Summary:
Kohn-Sham gap (spin up / spin down), eV: 3.07 / 5.43
Strongest force on any atom, eV/Å: 4.9
Multiplicity: 5
HOMO level (spin up / spin down), eV: -1.3 / -5.2
Total energy, eV: -29953.6062
Total charge: -1

```
36
Properties=species:S:1:pos:R:3:forces:R:3
C -2.300069 -2.320675 -2.478527 -0.358 -0.469 -0.568
C -1.358536 -3.158228 -1.811929 -0.545 0.430 0.180
C -0.061968 -2.604236 -2.012209 0.632 0.572 -0.421
C -0.203621 -1.416813 -2.783596 0.902 -0.696 -0.152
C -1.590013 -1.240411 -3.072611 -0.459 -0.065 0.431
Rh -1.349929 -1.035683 -0.747885 0.677 -1.675 -1.494
C -2.512220 -1.942985 0.767075 -0.538 1.452 -0.162
C -3.530498 -0.987638 0.218829 -1.057 0.811 0.458
C -4.880024 -1.181885 0.179055 0.124 0.178 0.072
N -2.852059 0.100213 -0.384355 -2.214 -1.215 1.268
H 0.871512 -2.996915 -1.604985 -0.390 0.190 -0.204
H -1.592946 -4.061850 -1.249295 0.092 0.355 -0.213
H 0.602528 -0.742821 -3.078784 -0.416 -0.270 0.267
H -2.030777 -0.413432 -3.632820 0.229 -0.351 0.246
H -3.384955 -2.445834 -2.464593 0.463 0.028 -0.035
H -2.857571 -2.977866 0.885136 0.355 0.352 -0.404
H -3.458666 0.816300 -0.790116 0.371 -0.263 -0.030
H -2.029243 -1.553783 1.681997 -0.014 -0.190 -0.557
H -5.333250 -2.034452 0.692610 0.208 0.252 -0.326
H -5.545498 -0.455810 -0.303856 0.298 -0.296 0.218
O 0.633275 1.070346 -1.429462 -0.056 -0.883 3.164
C 0.752389 0.782980 -0.154986 0.480 0.923 -3.154
O -0.061044 -0.104654 0.378877 2.176 1.534 1.607
C 1.814336 1.433156 0.643818 -1.376 -0.949 -0.619
C 1.921450 1.210288 2.025229 1.249 0.721 0.952
C 2.938422 1.825109 2.764925 -1.171 -0.870 -0.146
C 3.875083 2.670057 2.137712 0.706 0.420 0.578
C 3.764393 2.886757 0.751895 -0.771 -0.323 -1.203
C 2.745781 2.278584 0.016336 1.217 0.801 0.659
N 4.917428 3.293874 2.889755 -2.912 -1.735 -2.149
O 5.008739 3.110792 4.066455 -0.506 -1.377 4.651
O 5.712063 4.005727 2.350461 2.599 2.609 -3.053
H 1.218666 0.563683 2.535396 -0.021 -0.001 -0.091
H 2.993494 1.636500 3.829651 0.150 0.131 -0.061
H 4.468050 3.526453 0.234142 0.037 -0.018 0.209
H 2.695278 2.465152 -1.049344 -0.161 -0.114 0.081
```
Positions in Å, forces in eV/Å.

=====

# 4
Below is the molecule C15H14N2O6S at a distorted geometry, with properties calculated with wB97M-V/def2-TZVPD.

Summary:
Kohn-Sham gap, eV: 8.91
SMILES: COc1cc(NS(=O)(=O)c2ccc3[nH]c(=O)oc3c2)cc(OC)c1
Energy relative to the best compared isomer or geometry (same formula, charge and spin), kcal/mol: 32.56
Strongest force on any atom, eV/Å: 1.1
HOMO level, eV: -8.6
Total energy, eV: -41882.2976

```
38
Properties=species:S:1:pos:R:3:forces:R:3
C -2.469672 -1.390101 -3.183887 -0.065 -0.195 -0.105
H -2.504428 -1.146440 -4.244495 -0.012 -0.064 0.068
O -2.015274 -0.222507 -2.540363 0.080 0.254 0.252
C -1.913157 -0.226358 -1.185852 0.101 -0.036 0.281
C -2.163732 -1.326536 -0.381940 -0.088 -0.160 -0.167
C -2.023170 -1.224908 1.003468 0.058 0.165 -0.117
C -1.611060 -0.032550 1.579126 -0.039 -0.108 0.330
C -1.363061 1.070018 0.761822 -0.367 -0.552 -0.793
C -1.517692 0.981490 -0.609022 -0.133 -0.055 -0.026
H -1.357666 1.842547 -1.232666 -0.056 0.084 -0.160
N -0.944853 2.274695 1.323806 0.440 0.674 -0.025
S 0.214689 3.217874 0.562865 0.244 -0.276 0.292
O 0.793683 3.998703 1.613056 0.055 -0.178 0.223
O -0.348500 3.887161 -0.565102 -0.076 -0.308 -0.199
C 1.389351 1.988722 -0.011740 -0.436 0.598 -0.043
C 1.548164 1.779130 -1.369294 -0.065 0.164 0.001
C 2.403836 0.794321 -1.842329 0.174 -0.154 0.194
C 3.075894 0.041378 -0.898213 -0.331 0.386 0.373
C 2.907838 0.271238 0.478441 -0.499 0.488 -0.807
C 2.061348 1.249301 0.949360 0.468 -0.445 0.121
H 1.933908 1.450873 1.998912 0.011 -0.037 0.210
O 3.682797 -0.603683 1.178530 -0.009 0.056 0.490
C 4.349230 -1.392569 0.286721 0.461 -0.567 -0.607
O 5.110224 -2.264067 0.575259 0.022 -0.013 0.253
N 3.975790 -0.995530 -0.983711 -0.080 0.099 0.058
H 4.333576 -1.419794 -1.822033 0.050 -0.056 0.153
H 2.534688 0.623209 -2.897972 -0.003 -0.003 -0.134
H 0.993155 2.404824 -2.048779 -0.064 0.017 -0.136
H -0.832155 2.276686 2.325476 0.116 0.122 0.088
H -1.487586 0.067481 2.645435 0.029 -0.046 0.148
O -2.300544 -2.362434 1.694443 -0.003 0.122 -0.349
C -2.196168 -2.344403 3.098363 0.023 0.004 0.228
H -1.171491 -2.136917 3.422603 -0.037 0.008 -0.017
H -2.480946 -3.342756 3.426421 0.032 0.092 0.027
H -2.875914 -1.610444 3.542089 0.030 -0.015 -0.019
H -2.476370 -2.277348 -0.778258 -0.039 -0.106 -0.096
H -3.470718 -1.671536 -2.843959 0.038 0.008 0.002
H -1.784021 -2.228756 -3.026582 -0.030 0.033 0.008
```
Positions in Å, forces in eV/Å.

=====

Q: Number 4 is which compound?
A: C15H14N2O6S